(1)
Below is a cluster of 2 separate species, C2H5NS in total at a distorted geometry, with properties calculated with ωB97M-V/def2-TZVPD.

Geometry as XYZ:
```
9
Properties=species:S:1:pos:R:3:lowdin_charge:R:1
C -1.017 0.096 0.675 -0.35
C 2.978 -0.576 -2.397 -0.06
N 2.853 -0.029 -1.381 0.06
S -1.676 0.588 2.440 0.61
H -2.057 0.380 0.412 -0.05
H -0.406 0.920 0.586 -0.03
H 3.200 -1.069 -3.255 0.01
H -0.833 -1.029 0.732 0.07
H -3.042 0.720 2.189 -0.26
```

Summary:
* relative energy (zero: lowest compared OMol25 entry of this formula, charge and spin): 352.81 kJ/mol
* M: 75.14 Da
* strongest force on any atom: 5.86 eV/Å
* multiplicity: 3
* HOMO-LUMO gap (spin up / spin down): 4.6 / 8.4 eV
* expectation value of S²: 2.01

***

(2)
Below is an isolated molecule of C6H15NO2 at a distorted geometry, with properties calculated with ωB97M-V/def2-TZVPD.

Geometry as XYZ:
```
24
Properties=species:S:1:pos:R:3:lowdin_charge:R:1
C 2.250 1.727 -0.745 -0.10
N 1.153 1.292 0.115 -0.02
C 0.933 -0.109 0.144 -0.63
O 1.424 -0.619 1.330 0.03
O 1.500 -0.814 -0.890 0.04
C -0.823 -0.373 0.137 -0.46
C -1.450 0.010 1.489 -0.07
C -1.012 -1.894 -0.047 -0.08
C -1.618 0.305 -0.996 -0.07
H 3.213 1.367 -0.371 0.09
H 2.127 1.409 -1.787 0.08
H 2.271 2.820 -0.760 0.08
H 0.199 1.460 -0.360 0.12
H 1.652 0.175 1.840 0.12
H 1.726 -1.673 -0.494 0.12
H -1.280 1.064 1.733 0.08
H -2.537 -0.150 1.492 0.08
H -1.044 -0.596 2.308 0.08
H -0.664 -2.224 -1.032 0.08
H -2.068 -2.188 0.033 0.09
H -0.468 -2.467 0.712 0.08
H -1.695 1.388 -0.843 0.08
H -1.135 0.144 -1.965 0.09
H -2.654 -0.055 -1.043 0.09
```

Summary:
* relative energy (zero: lowest compared OMol25 entry of this formula, charge and spin): 162.75 kJ/mol
* M: 133.19 Da
* strongest force on any atom: 3.41 eV/Å
* HOMO-LUMO gap: 10.2 eV
* SMILES: CNC(O)(O)C(C)(C)C

***

(3)
Below is an isolated molecule of C5H8N2OS at a distorted geometry, with properties calculated with ωB97M-V/def2-TZVPD.

Geometry as XYZ:
```
17
Properties=species:S:1:pos:R:3:lowdin_charge:R:1
C -2.117 0.618 0.671 -0.43
C -0.780 0.938 0.571 -0.52
C -1.206 -1.762 0.603 -0.54
C 1.574 0.177 -1.447 -0.08
C 1.411 0.039 0.113 -0.28
N -0.688 -2.869 0.456 0.10
N 0.061 -0.039 0.334 -0.02
O -0.526 2.253 0.390 0.10
S -2.617 -1.022 0.929 1.02
H -2.909 1.385 0.931 0.07
H 1.059 -0.627 -1.810 0.02
H 1.100 1.000 -1.965 0.07
H 2.613 0.263 -1.812 0.07
H 1.859 -0.875 0.576 0.11
H 2.104 0.913 0.437 0.14
H 0.318 -3.128 0.367 0.10
H -1.255 2.736 0.656 0.06
```

Summary:
* relative energy (zero: lowest compared OMol25 entry of this formula, charge and spin): 501.60 kJ/mol
* M: 144.20 Da
* strongest force on any atom: 4.15 eV/Å
* HOMO-LUMO gap: 7.0 eV

***

(4)
Below is a structure of composition C52H41N5O2SSiTa, with properties calculated with ωB97M-V/def2-TZVPD.

Geometry as XYZ:
```
103
Properties=species:S:1:pos:R:3:lowdin_charge:R:1
Ta -0.455 -0.086 -0.260 1.82
C -6.861 1.309 3.833 -0.07
C -5.930 2.334 3.918 -0.06
C -4.685 2.197 3.323 -0.04
C -4.349 1.030 2.642 -0.20
C -5.289 0.000 2.569 -0.04
C -6.537 0.139 3.157 -0.06
C -3.010 0.878 2.001 -0.07
C -2.636 1.772 1.012 -0.22
C -3.408 2.894 0.585 0.03
C -2.644 3.610 -0.270 0.03
C -1.404 2.921 -0.417 -0.23
C -0.354 3.350 -1.208 -0.07
C -0.510 4.630 -1.968 -0.21
C -0.635 5.853 -1.314 -0.03
C -0.793 7.027 -2.038 -0.07
C -0.836 6.991 -3.424 -0.08
C -0.712 5.775 -4.087 -0.07
C -0.547 4.602 -3.362 -0.03
C 0.822 2.634 -1.362 -0.22
N 1.079 1.355 -0.889 -0.02
C 2.353 1.053 -1.329 -0.24
C 3.019 -0.142 -1.119 -0.12
C 4.338 -0.363 -1.787 -0.21
C 4.446 -1.315 -2.800 -0.03
C 5.666 -1.538 -3.425 -0.07
C 6.787 -0.815 -3.040 -0.08
C 6.686 0.130 -2.028 -0.07
C 5.465 0.355 -1.404 -0.04
C 2.540 -1.136 -0.286 -0.29
C 3.301 -2.278 0.111 0.04
C 2.619 -2.894 1.102 0.04
C 1.427 -2.143 1.334 -0.21
N 1.352 -1.086 0.437 -0.05
C 0.566 -2.371 2.384 -0.07
C -0.529 -1.569 2.647 -0.21
C -1.402 -1.776 3.764 0.03
C -2.416 -0.898 3.639 0.02
C -2.167 -0.130 2.452 -0.22
N -0.978 -0.523 1.871 0.01
C 0.857 -3.513 3.310 -0.23
C 1.685 -3.319 4.412 -0.03
C 1.952 -4.372 5.279 -0.07
C 1.394 -5.623 5.047 -0.08
C 0.570 -5.820 3.947 -0.07
C 0.301 -4.767 3.080 -0.03
C 2.891 2.152 -2.069 0.03
C 1.957 3.127 -2.078 0.03
N -1.420 1.764 0.346 0.00
H -7.833 1.419 4.296 0.11
H -6.171 3.245 4.454 0.11
H -3.955 2.994 3.415 0.13
H -5.039 -0.915 2.037 0.10
H -7.258 -0.667 3.085 0.11
H -4.410 3.120 0.914 0.12
H -2.903 4.533 -0.767 0.12
H -0.590 5.885 -0.230 0.13
H -0.880 7.973 -1.517 0.11
H -0.959 7.908 -3.988 0.11
H -0.743 5.742 -5.169 0.11
H -0.446 3.650 -3.874 0.12
H 3.564 -1.872 -3.098 0.11
H 5.740 -2.276 -4.215 0.11
H 7.740 -0.990 -3.526 0.11
H 7.560 0.689 -1.718 0.11
H 5.389 1.084 -0.604 0.13
H 4.266 -2.544 -0.296 0.13
H 2.911 -3.764 1.671 0.13
H -1.246 -2.512 4.539 0.13
H -3.255 -0.757 4.304 0.13
H 2.118 -2.340 4.588 0.13
H 2.596 -4.214 6.136 0.11
H 1.601 -6.444 5.723 0.11
H 0.133 -6.795 3.762 0.11
H -0.344 -4.917 2.221 0.12
H 3.872 2.174 -2.516 0.12
H 2.030 4.111 -2.516 0.13
O -1.403 0.797 -2.060 -0.27
N -1.578 0.112 -3.193 -0.16
C -2.539 0.573 -4.026 -0.01
C -2.750 -0.028 -5.233 -0.04
C -1.956 -1.123 -5.587 -0.04
C -0.995 -1.575 -4.717 -0.07
C -0.800 -0.946 -3.482 -0.62
S 0.382 -1.426 -2.337 0.80
H -3.085 1.427 -3.655 0.15
H -3.523 0.354 -5.885 0.12
H -2.102 -1.618 -6.538 0.12
H -0.370 -2.425 -4.951 0.12
C -3.761 -3.154 0.584 -0.14
Si -3.418 -1.950 -0.776 0.33
C -3.356 -2.828 -2.403 -0.15
C -4.691 -0.617 -0.888 -0.13
O -1.950 -1.224 -0.448 -0.47
H -4.837 -3.226 0.775 0.04
H -3.266 -2.855 1.516 0.02
H -3.403 -4.153 0.315 0.04
H -4.131 -3.604 -2.423 0.05
H -2.389 -3.316 -2.571 0.04
H -3.552 -2.140 -3.234 0.03
H -5.656 -1.055 -1.173 0.05
H -4.402 0.103 -1.663 0.03
H -4.832 -0.066 0.048 0.01
```

Summary:
* charge: +1
* relative energy (zero: lowest compared OMol25 entry of this formula, charge and spin): 17.21 kJ/mol
* M: 1009.03 Da
* strongest force on any atom: 0.76 eV/Å
* HOMO-LUMO gap: 6.0 eV

***

(5)
Below is a cluster of 3 separate species, C3H13NO2 in total, with properties calculated with ωB97M-V/def2-TZVPD.

Geometry as XYZ:
```
19
Properties=species:S:1:pos:R:3:lowdin_charge:R:1
C 1.886 1.379 0.384 -0.20
C 0.872 1.012 -0.709 -0.55
C -0.382 1.851 -0.488 -0.18
N 0.488 -0.412 -0.665 -0.03
H 1.939 2.456 0.489 0.05
H 2.900 1.042 0.158 0.05
H 1.568 0.922 1.316 0.02
H 1.241 1.207 -1.711 0.11
H -1.157 1.630 -1.222 0.05
H -0.100 2.904 -0.618 0.06
H -0.744 1.703 0.531 0.04
H 1.294 -1.020 -0.822 0.03
H 0.169 -0.626 0.286 0.01
H -1.660 -1.824 2.527 -0.05
H -1.369 -2.923 1.487 -0.03
O -1.859 -2.742 2.299 -0.23
H -2.431 -2.120 -1.349 0.01
H -0.984 -1.871 -0.940 -0.03
O -1.669 -2.569 -0.954 -0.14
```

Summary:
* charge: -1
* relative energy (zero: lowest compared OMol25 entry of this formula, charge and spin): 0.00 kJ/mol
* M: 95.14 Da
* strongest force on any atom: 0.87 eV/Å
* multiplicity: 2
* HOMO-LUMO gap (spin up / spin down): 3.2 / 10.0 eV
* expectation value of S²: 0.75

***

(6)
Below is a cluster of 3 separate species, C20H36F13N4O6S in total, with properties calculated with ωB97M-V/def2-TZVPD.

Geometry as XYZ:
```
80
Properties=species:S:1:pos:R:3:lowdin_charge:R:1
F -0.094 -1.407 -0.366 0.09
C -1.426 -1.164 -0.165 -0.42
F -1.742 -1.850 0.973 0.13
C -1.714 0.294 0.117 -0.04
C -0.750 0.845 1.188 -0.10
N 0.202 1.810 0.636 0.11
C 1.440 1.538 0.262 -0.35
N 2.271 2.458 -0.274 0.18
C 3.376 1.808 -0.542 -0.09
N 3.305 0.527 -0.195 0.12
N 2.052 0.345 0.328 0.16
C -2.259 -1.829 -1.289 -0.36
F -2.138 -3.153 -1.214 0.18
F -3.538 -1.510 -1.001 0.15
C -2.053 -1.383 -2.782 -0.35
F -2.421 -0.101 -2.906 0.15
F -2.943 -2.117 -3.467 0.18
C -0.651 -1.710 -3.459 -0.42
F -0.052 -2.663 -2.764 0.15
F -0.896 -2.191 -4.663 0.16
S 0.582 -0.270 -3.743 0.77
F 1.193 -0.991 -4.993 -0.10
F 1.699 -0.959 -2.828 -0.15
F 0.044 0.475 -2.433 -0.16
F -0.495 0.444 -4.630 -0.10
F 1.558 0.945 -3.962 -0.11
H -1.702 0.922 -0.763 0.12
H -2.730 0.329 0.504 0.14
H -1.304 1.352 1.970 0.14
H -0.201 0.036 1.662 0.12
H -0.102 2.763 0.512 0.17
H 4.276 2.204 -0.985 0.16
H 3.979 -0.216 -0.287 0.19
H 1.745 -0.552 0.665 0.17
C 5.594 5.468 0.806 -0.12
O 6.749 4.848 0.291 -0.21
C 7.768 5.772 -0.066 -0.20
C 9.133 5.131 0.025 -0.18
O 9.620 4.982 1.347 -0.12
C 9.061 3.959 2.153 -0.18
C 9.491 2.560 1.776 -0.20
O 8.785 2.086 0.637 -0.21
C 9.522 1.128 -0.090 -0.12
H 5.101 6.086 0.046 0.09
H 4.918 4.670 1.112 0.07
H 5.820 6.085 1.682 0.09
H 7.735 6.647 0.592 0.13
H 7.600 6.102 -1.099 0.13
H 9.839 5.808 -0.460 0.13
H 9.156 4.184 -0.519 0.12
H 7.972 4.033 2.198 0.12
H 9.448 4.156 3.155 0.13
H 9.287 1.887 2.619 0.13
H 10.569 2.560 1.581 0.13
H 10.486 1.533 -0.416 0.09
H 8.942 0.865 -0.974 0.08
H 9.699 0.222 0.502 0.09
C -5.685 -3.566 -0.708 -0.13
O -7.020 -3.830 -0.354 -0.19
C -7.239 -5.182 0.014 -0.20
C -8.397 -5.307 0.976 -0.18
O -8.094 -4.923 2.307 -0.12
C -7.976 -3.540 2.591 -0.19
C -9.287 -2.788 2.602 -0.21
O -9.728 -2.515 1.285 -0.20
C -11.129 -2.380 1.194 -0.11
H -5.392 -4.128 -1.604 0.09
H -5.616 -2.504 -0.915 0.07
H -5.002 -3.817 0.115 0.09
H -6.340 -5.604 0.478 0.13
H -7.470 -5.760 -0.892 0.13
H -8.649 -6.367 1.042 0.13
H -9.276 -4.781 0.597 0.12
H -7.258 -3.055 1.924 0.12
H -7.570 -3.501 3.604 0.13
H -9.144 -1.836 3.132 0.13
H -10.035 -3.380 3.143 0.13
H -11.637 -3.283 1.552 0.09
H -11.377 -2.234 0.144 0.09
H -11.487 -1.518 1.767 0.09
```

Summary:
* charge: +1
* M: 707.57 Da
* strongest force on any atom: 0.59 eV/Å
* HOMO-LUMO gap: 7.6 eV

***

(7)
Below is a cluster of 4 separate species, C18H26FIN4O7S in total at a distorted geometry, with properties calculated with ωB97M-V/def2-TZVPD.

Geometry as XYZ:
```
58
Properties=species:S:1:pos:R:3:lowdin_charge:R:1
C 4.586 1.576 1.242 -0.07
C 5.888 0.768 0.661 -0.05
C 5.715 -0.464 -0.155 0.02
C 4.304 -1.195 -0.550 -0.19
O 4.376 -2.526 -0.831 0.01
N 2.942 -0.550 -0.663 0.10
C 2.486 -0.821 -2.112 -0.19
O 3.256 -0.307 -3.082 0.03
F 1.264 -1.638 -2.336 0.00
C 7.105 -1.191 -0.719 -0.22
O 7.153 -1.676 -1.962 -0.01
C 8.373 -1.199 0.357 -0.57
I 9.637 -2.981 0.426 0.82
C 8.553 0.042 1.204 -0.50
S 9.941 0.078 2.460 0.64
C 7.453 1.278 0.961 -0.16
O 7.800 2.585 0.962 -0.02
H 4.909 2.182 2.208 0.12
H 4.316 2.409 0.432 0.11
H 3.632 0.922 1.417 0.08
H 2.295 -1.183 -0.102 0.15
H 9.614 -0.860 3.469 -0.10
C -3.255 -1.583 -3.087 -0.06
N -2.881 -1.285 -1.721 -0.20
C -3.848 -0.643 -0.855 -0.06
C -1.635 -1.594 -1.219 -0.34
O -1.254 -1.371 -0.077 0.00
H -3.516 -0.649 -3.594 0.09
H -4.121 -2.252 -3.079 0.09
H -2.434 -2.065 -3.624 0.09
H -3.435 0.308 -0.503 0.10
H -4.036 -1.287 0.009 0.09
H -4.785 -0.461 -1.390 0.08
H -0.979 -2.079 -1.961 0.11
C 0.014 2.669 -1.085 -0.06
N 0.388 2.967 0.282 -0.20
C -0.579 3.609 1.148 -0.05
C 1.635 2.658 0.784 -0.34
O 2.016 2.881 1.926 0.00
H -0.247 3.602 -1.591 0.09
H -0.851 2.000 -1.076 0.08
H 0.835 2.187 -1.622 0.08
H -0.166 4.559 1.500 0.09
H -0.767 2.965 2.012 0.10
H -1.515 3.790 0.613 0.09
H 2.290 2.173 0.042 0.10
C -8.706 -1.636 0.312 -0.07
N -7.610 -1.270 1.184 -0.21
C -7.558 -1.835 2.517 -0.05
C -6.616 -0.402 0.786 -0.34
O -5.663 -0.051 1.470 0.01
H -9.647 -1.341 0.785 0.09
H -8.693 -2.719 0.163 0.09
H -8.621 -1.139 -0.658 0.08
H -7.574 -1.023 3.249 0.09
H -6.624 -2.394 2.631 0.09
H -8.408 -2.501 2.688 0.09
H -6.752 -0.033 -0.244 0.12
```

Summary:
* M: 588.40 Da
* strongest force on any atom: 9.80 eV/Å
* HOMO-LUMO gap: 7.3 eV
* SMILES: CC1=C(C(=O)NC(=O)F)C(=O)C(I)=C(S)C1=O.CN(C)C=O.CN(C)C=O.CN(C)C=O